Molecular formula: C6H12N
Method: DFT, the ωB97M-V functional and the def2-TZVPD basis

Last column: Löwdin charge in e.
Geometry (Å):
N  0.121  1.048  -1.099  0.04
C  -2.131  0.343  -0.585  0.00
C  -0.081  -1.510  2.250  0.00
C  1.480  -2.222  0.314  0.00
C  -0.964  1.203  -0.441  -0.05
C  1.330  1.801  -0.924  -0.01
C  0.713  -1.898  1.305  -0.19
H  -1.151  -1.636  2.178  0.06
H  2.189  1.136  -1.019  0.11
H  0.286  -1.123  3.187  0.07
H  1.419  2.570  -1.696  0.11
H  1.344  2.278  0.053  0.11
H  1.897  -3.208  0.202  0.07
H  1.761  -1.496  -0.436  0.04
H  -2.381  -0.070  0.395  0.10
H  -1.984  -0.469  -1.293  0.10
H  0.153  0.320  -1.813  0.18
H  -3.003  0.936  -0.873  0.11
H  -0.998  1.999  0.294  0.16

Forces on atoms 1 to 2 (eV/Å):
N -0.6 -0.5 -0.2
C -0.5 -0.3 -0.1

Computed properties:
Kohn-Sham gap	8.8	eV
molecular weight	98.2	g/mol
energy relative to the best compared isomer or geometry (same formula, charge and spin)	2.116	eV
net charge	+1